Formula: C5H5NO
Source: the Open Molecules 2025 dataset
Level of theory: ωB97M-V/def2-TZVPD

Properties
Structure (SMILES): C#C[C@@H](C#N)CO
Energy relative to the best compared isomer or geometry (same formula, charge and spin): 2.787 eV
Maximum force: 0.013 hartree/bohr

Geometry as ORCA input:
```
! RIJCOSX wB97M-V def2-TZVPD def2/J DEFGRID3
* xyz 0 1
N 2.38 -1.34 0.98
C 0.52 0.91 -0.45
C 0.29 -0.54 -0.40
H -1.05 -1.15 1.23
O -1.94 0.34 0.06
H 1.40 2.97 -0.37
C 0.87 2.05 -0.38
H 0.37 -0.95 -1.42
C 1.43 -1.07 0.38
H -1.58 1.08 0.57
H -1.64 -1.57 -0.39
C -1.13 -0.80 0.19
*
```

Formula: C7H8
Source: the Open Molecules 2025 dataset
Level of theory: ωB97M-V/def2-TZVPD

Properties
Structure (SMILES): C[C@@]12[C@@H]3[C@H]4[C@@H]3[C@@H]1[C@H]42
Energy relative to the best compared isomer or geometry (same formula, charge and spin): 6.502 eV
Maximum force: 0.029 hartree/bohr

Geometry as ORCA input:
```
! RIJCOSX wB97M-V def2-TZVPD def2/J DEFGRID3
* xyz 0 1
C -0.44 0.59 0.86
H -0.23 1.16 1.75
H 2.38 0.99 0.42
H 2.45 -0.77 0.64
H -2.19 -0.33 -1.64
C -0.42 0.97 -0.61
C 2.06 0.03 -0.01
H 2.52 -0.07 -0.99
C -1.42 -0.19 -0.89
C 0.57 -0.03 -0.07
C -0.36 -1.23 -0.49
C -1.51 -0.44 0.55
H -0.31 1.95 -1.05
H -2.36 -0.85 1.09
H -0.74 -1.79 0.44
*
```

Formula: C6H9NO2
Source: the Open Molecules 2025 dataset
Level of theory: ωB97M-V/def2-TZVPD

Properties
Energy relative to the best compared isomer or geometry (same formula, charge and spin): 7.919 eV
Maximum force: 0.237 hartree/bohr

Geometry as ORCA input:
```
! RIJCOSX wB97M-V def2-TZVPD def2/J DEFGRID3
* xyz 0 1
N 1.44 -1.62 -0.02
C 0.21 -1.50 -0.79
C -0.26 0.55 0.58
H -0.97 2.30 1.88
H 1.90 -2.47 -0.52
O 0.25 0.12 1.73
H -1.92 -0.25 -0.33
H -1.90 2.00 0.33
C 1.27 -0.61 -0.83
C 0.75 0.86 -0.51
H -2.10 1.06 1.73
H 0.76 -0.82 1.86
C -0.76 -0.42 -0.43
H 1.61 -0.92 -2.09
H -0.07 -2.19 -1.58
O -0.43 0.81 -1.34
H 1.56 1.58 -0.72
C -1.35 1.54 1.05
*
```